# C14H43N5O19S2

A 10-piece molecular cluster, C14H43N5O19S2 overall at a distorted geometry (wB97M-V/def2-TZVPD, OMol25).

```
83
C14H43N5O19S2 | OMol25 | wB97M-V/def2-TZVPD
C 3.071 1.591 -1.014
C 2.626 3.024 -1.201
O 3.167 3.670 -2.377
S 4.740 3.895 -2.402
C 4.794 5.249 -3.516
O 5.140 4.353 -1.114
O 5.359 2.760 -2.985
H 2.846 1.006 -1.908
H 2.485 1.173 -0.192
H 4.130 1.539 -0.780
H 1.543 3.091 -1.324
H 2.851 3.627 -0.317
H 4.417 4.974 -4.492
H 5.842 5.541 -3.499
H 4.207 6.040 -3.057
C -2.719 0.270 3.367
C -3.107 -1.141 3.710
O -4.090 -1.122 4.769
S -5.076 -2.353 4.853
C -4.000 -3.688 5.247
O -5.906 -2.080 5.970
O -5.628 -2.594 3.561
H -2.200 0.247 2.412
H -2.074 0.686 4.141
H -3.602 0.896 3.254
H -3.573 -1.596 2.831
H -2.245 -1.750 3.978
H -3.192 -3.726 4.522
H -4.600 -4.592 5.146
H -3.656 -3.555 6.267
C 0.156 -4.196 0.713
N -0.087 -3.516 2.025
O 0.883 -3.200 2.679
O -1.242 -3.306 2.334
H 0.196 -5.265 0.893
H 1.076 -3.796 0.310
H -0.706 -3.978 0.090
C -0.513 0.125 -1.516
N -0.421 -0.713 -0.311
O 0.642 -0.706 0.295
O -1.421 -1.287 0.060
H -1.184 0.959 -1.322
H -0.840 -0.462 -2.369
H 0.451 0.587 -1.709
C 0.695 0.407 3.250
N 2.092 0.941 3.280
O 2.815 0.540 4.159
O 2.430 1.717 2.399
H 0.056 1.045 2.659
H 0.389 0.459 4.294
H 0.759 -0.624 2.920
C 3.570 -1.973 1.072
N 4.539 -2.250 2.153
O 5.709 -2.312 1.830
O 4.103 -2.412 3.270
H 2.571 -1.827 1.453
H 3.603 -2.853 0.422
H 3.942 -1.157 0.459
C -0.018 4.030 1.149
N -1.340 3.340 1.256
O -2.313 4.019 1.474
O -1.349 2.132 1.071
H -0.131 4.734 0.330
H 0.719 3.264 0.940
H 0.210 4.543 2.076
C -1.004 2.199 -4.294
O -2.183 1.455 -4.003
H -1.248 3.227 -4.571
H -0.363 2.239 -3.408
H -0.372 1.724 -5.050
H -2.481 1.058 -4.825
C -2.836 -2.968 -2.610
O -3.392 -1.694 -2.895
H -2.471 -3.333 -3.570
H -1.940 -2.891 -1.976
H -3.538 -3.653 -2.136
H -3.686 -1.297 -2.069
C -0.662 -1.458 -5.999
O -2.026 -1.851 -6.068
H -0.541 -0.583 -5.352
H -0.055 -2.276 -5.623
H -0.293 -1.210 -7.001
H -2.504 -1.132 -6.488
```

## Properties
- HOMO energy (eV) = -10.636
- multiplicity = 1
- Kohn-Sham gap (hartree) = 0.3688
- SMILES = CCOS(C)(=O)=O.CCOS(C)(=O)=O.C[N+](=O)[O-].C[N+](=O)[O-].C[N+](=O)[O-].C[N+](=O)[O-].C[N+](=O)[O-].CO.CO.CO
- relative energy (zero: lowest compared OMol25 entry of this formula, charge and spin) (kJ/mol) = 0.00